2 unconnected molecules or ions with the total composition C2H7BrOSi. Source: OMol25; level of theory: ωB97M-V/def2-TZVPD.

```
12
C2H7BrOSi | OMol25 | ωB97M-V/def2-TZVPD
C -0.4518 -2.7361 -0.0868
C 0.3779 0.2405 0.4577
O -0.3503 1.1513 0.3121
Si -0.1823 2.8795 0.0011
Br 2.0233 0.4825 -0.6714
H -0.6161 -3.8720 0.2163
H -1.2850 -2.5039 -0.6616
H -0.1365 -2.4700 0.8913
H 0.6938 -2.7480 -0.2909
H -1.0468 3.3263 1.0119
H -0.3209 3.1492 -1.4982
H 1.2947 3.1007 0.3186
```

Values from the calculation:
* HOMO-LUMO gap: 8.70 eV
* LUMO energy: 0.2 eV
* molar mass: 155.07 g mol⁻¹
* DFT total energy: -82151.22173 eV
* HOMO: -8.5 eV
* net charge: 0

8 unconnected molecules or ions with the total composition C51H65N10O6. Source: OMol25; level of theory: ωB97M-V/def2-TZVPD.

```
132
C51H65N10O6 | OMol25 | ωB97M-V/def2-TZVPD
C -3.3808 -2.2710 -0.3926
C -2.3951 -2.2850 -1.5225
O -1.1275 -2.8190 -1.1197
C -0.1066 -1.9256 -1.1473
O 0.9487 -2.2378 -1.6787
C -0.3937 -0.6270 -0.5026
C 0.7152 -0.2136 0.3939
C 0.6481 1.2703 0.7708
N -0.4744 1.9678 0.1871
C -0.0943 3.2375 -0.3899
C 0.4551 3.0388 -1.7802
N 0.2997 4.1964 -2.6686
C -1.6768 2.0340 1.0384
N -1.7515 0.8212 1.8212
C -1.7491 3.3260 1.8761
C -2.4907 3.2741 3.1818
C -3.9882 3.0763 3.1035
C -4.6158 3.8627 2.0239
O -4.3720 5.0503 1.8376
O -5.4865 3.1553 1.3359
C -5.9493 3.7137 0.1094
C -6.2590 2.5883 -0.8439
C -2.8756 2.0134 0.0519
O -3.5248 0.9234 -0.0163
O -3.0276 3.0908 -0.5666
H -3.9702 -1.3813 -0.4077
H -4.0509 -3.0998 -0.4903
H -2.8774 -2.3477 0.5428
H -2.2944 -1.3095 -1.9515
H -2.7714 -2.9184 -2.2944
H -0.5474 0.0686 -1.2960
H -1.2956 -0.7195 0.0497
H 0.6066 -0.7646 1.3084
H 1.6725 -0.4815 -0.0087
H 1.5355 1.7254 0.3825
H 0.7048 1.3794 1.8437
H 0.6474 3.7515 0.2108
H -0.9406 3.8813 -0.4931
H -0.0844 2.2355 -2.2235
H 1.4917 2.7537 -1.7712
H -0.6868 4.3972 -2.6863
H 0.7730 4.9769 -2.2355
H -1.1714 0.8758 2.6461
H -2.6969 0.6598 2.1161
H -2.1948 4.0919 1.2862
H -0.7506 3.6586 2.0985
H -2.3132 4.1970 3.6918
H -2.1040 2.5186 3.8327
H -4.4019 3.4637 4.0044
H -4.2966 2.0524 3.0616
H -6.8330 4.2965 0.2773
H -5.1925 4.3225 -0.3175
H -6.1936 1.6571 -0.3297
H -7.2498 2.6822 -1.2537
H -5.5434 2.5786 -1.6277
N 2.5797 -6.5737 1.0009
C 2.1936 -5.3800 0.5516
C 1.0821 -5.1775 -0.2525
C 0.3283 -6.2813 -0.6114
C 0.7164 -7.5319 -0.1574
C 1.8451 -7.6223 0.6437
H 2.8107 -4.5427 0.8607
H 0.8142 -4.1883 -0.5832
H -0.5493 -6.1636 -1.2336
H 0.1568 -8.4204 -0.4151
H 2.1798 -8.5822 1.0221
N -2.4901 -4.5473 4.5070
C -1.4383 -5.1520 5.0503
C -0.2796 -5.4565 4.3526
C -0.2099 -5.1180 3.0108
C -1.2973 -4.4875 2.4283
C -2.4073 -4.2246 3.2188
H -1.5330 -5.4038 6.1017
H 0.5466 -5.9476 4.8485
H 0.6753 -5.3363 2.4255
H -1.2868 -4.2003 1.3842
H -3.2760 -3.7276 2.8015
N 1.7300 1.3686 -4.3550
C 2.1351 2.5761 -4.7465
C 3.3277 2.7915 -5.4265
C 4.1369 1.7014 -5.7073
C 3.7245 0.4400 -5.3083
C 2.5136 0.3315 -4.6360
H 1.4629 3.3942 -4.4999
H 3.6108 3.7916 -5.7260
H 5.0748 1.8312 -6.2354
H 4.3216 -0.4407 -5.5150
H 2.1490 -0.6357 -4.3034
N 6.0887 -1.7969 -6.2294
C 7.1408 -2.4658 -5.7714
C 8.2872 -2.6997 -6.5151
C 8.3387 -2.2113 -7.8105
C 7.2478 -1.5143 -8.3036
C 6.1510 -1.3343 -7.4734
H 7.0539 -2.8330 -4.7546
H 9.1131 -3.2516 -6.0891
H 9.2140 -2.3726 -8.4260
H 7.2438 -1.1169 -9.3087
H 5.2766 -0.7907 -7.8170
N -4.5489 3.0384 6.3755
C -5.4214 3.5656 7.2275
C -5.3948 3.3360 8.5951
C -4.4069 2.5085 9.1033
C -3.4921 1.9496 8.2269
C -3.6073 2.2474 6.8769
H -6.1799 4.2045 6.7877
H -6.1303 3.7942 9.2416
H -4.3516 2.3022 10.1642
H -2.7055 1.2966 8.5777
H -2.9107 1.8327 6.1559
N 0.6770 8.3004 4.2505
C -0.1819 7.9130 3.3108
C -1.3351 7.1867 3.5709
C -1.6043 6.8414 4.8837
C -0.7198 7.2316 5.8755
C 0.4007 7.9596 5.5051
H 0.0705 8.2012 2.2966
H -2.0017 6.8970 2.7690
H -2.4928 6.2725 5.1270
H -0.8921 6.9782 6.9126
H 1.1181 8.2879 6.2500
N 4.4785 -7.7512 -4.5648
C 5.2141 -7.7502 -5.6710
C 5.7174 -6.6003 -6.2587
C 5.4386 -5.3807 -5.6627
C 4.6717 -5.3632 -4.5106
C 4.2183 -6.5736 -4.0033
H 5.4075 -8.7247 -6.1075
H 6.3120 -6.6603 -7.1602
H 5.8101 -4.4627 -6.0917
H 4.4252 -4.4340 -4.0147
H 3.6160 -6.6045 -3.1038
```

Values from the calculation:
* HOMO-LUMO gap: 6.62 eV
* LUMO energy: 1.9 eV
* molar mass: 914.14 g mol⁻¹
* DFT total energy: -81128.05692 eV
* HOMO: -4.8 eV
* net charge: -1

C4H4ClNS in the gas phase. Source: OMol25; level of theory: ωB97M-V/def2-TZVPD.

```
11
C4H4ClNS | OMol25 | ωB97M-V/def2-TZVPD
S -1.4524 -0.1066 1.8707
C -0.8531 -0.1172 0.0815
N -0.0410 -1.2725 -0.1280
C 1.1805 -0.8436 -0.3913
C 1.2082 0.5873 -0.4881
C -0.0181 1.0916 -0.2281
Cl -0.5757 2.6973 -0.2056
H -1.8173 -1.2753 1.4904
H -1.7398 -0.2934 -0.5257
H 1.9780 -1.4441 -0.6016
H 2.1307 0.9764 -0.8742
```

Values from the calculation:
* HOMO-LUMO gap: 9.15 eV
* LUMO energy: -0.2 eV
* molar mass: 133.60 g mol⁻¹
* DFT total energy: -29059.00222 eV
* HOMO: -9.4 eV
* net charge: 0

C2H5N3S in the gas phase. Source: OMol25; level of theory: ωB97M-V/def2-TZVPD.

```
11
C2H5N3S | OMol25 | ωB97M-V/def2-TZVPD
H -2.7951 -0.6158 0.0183
N -1.8879 -1.1832 -0.0956
C -0.9413 -0.3178 -0.0879
N -1.1127 1.0439 -0.0351
C 0.4860 -0.8133 0.0426
N 1.3893 0.0642 0.0161
S 3.0251 -0.2960 -0.1101
H -2.0325 1.4607 -0.1313
H -0.2925 1.6196 -0.1239
H 0.7010 -1.9192 0.2099
H 3.4606 0.9570 0.2968
```

Values from the calculation:
* HOMO-LUMO gap: 9.58 eV
* LUMO energy: 0.5 eV
* molar mass: 103.15 g mol⁻¹
* DFT total energy: -17459.54405 eV
* HOMO: -9.0 eV
* net charge: 0